one:
The ion C6H10NO with charge +1, computed with ωB97M-V with the def2-TZVPD basis set.

HOMO level (spin up / spin down) (hartree): -0.504 / -0.504
Total charge: +1
Multiplicity: 1

Positions of all 18 atoms, in Å:
C 1.75073 -0.64180 -0.13613
C 1.46627 -0.01187 1.00566
C 0.81959 -0.66619 -1.35920
C 0.15945 0.59804 1.19264
C -0.47067 1.00060 2.53539
C -1.50966 -0.24185 -1.89363
N -0.39664 0.21425 -1.06779
O -0.66161 0.55371 0.21936
H 2.58722 -1.21939 -0.13208
H 2.26128 -0.13486 1.70550
H 1.40088 -0.31985 -2.14165
H 0.61936 -1.80018 -1.59822
H -1.42416 1.26874 2.25233
H 0.14963 1.84492 2.82330
H -0.30372 0.04837 3.24944
H -1.92220 0.68146 -2.10926
H -2.07315 -1.05988 -1.51124
H -1.06983 -0.50802 -2.83560

=====

two:
The ion C6H10NO with charge +1, computed with ωB97M-V with the def2-TZVPD basis set.

HOMO level (hartree): -0.560
Total charge: +1
SMILES string: C#C/C(=[NH+]\C)[C@@H](C)O
Multiplicity: 1

Positions of all 18 atoms, in Å:
C 1.53030 -2.14699 1.35608
C 0.85504 -1.34033 0.75529
C -0.11806 -0.31144 0.30790
N -1.37768 -0.36934 0.30846
C -2.29754 -1.29185 0.81277
C 0.53077 0.99478 -0.17429
C 1.75900 1.11515 -1.22751
O -0.49784 1.82982 -0.60263
H 1.94831 -3.11292 1.60509
H -1.65462 0.63573 -0.12176
H -2.83677 -1.84115 0.15815
H -1.86108 -1.83399 1.59322
H -3.04254 -0.73006 1.30850
H 0.99357 1.39472 0.77126
H 2.00600 2.19023 -1.23536
H 1.58211 0.73224 -2.27830
H 2.65071 0.54717 -0.76926
H -0.53425 1.81081 -1.55266

=====

Which of them is the least stable? Correct choice: one.

=====

one:
The ion C3H10N5 with charge +1, computed with ωB97M-V with the def2-TZVPD basis set.

HOMO level (hartree): -0.528
Total charge: +1
SMILES string: [H]/N=[N+]1\NNN(C)[C@@H]1C
Multiplicity: 1

Positions of all 18 atoms, in Å:
H 3.06476 -0.93188 -0.11316
N 2.08549 -1.12028 0.05736
N 1.24191 -0.26058 -0.14809
N 1.12462 0.77125 -0.94015
N -0.13809 1.31511 -0.87572
N -1.00905 0.33110 -0.29490
C -1.77119 -0.50185 -1.33491
C -0.08989 -0.43288 0.62138
C -0.01481 0.21316 2.01354
H 1.80717 0.82318 -1.67731
H 0.05418 2.16650 -0.36087
H -2.60108 0.10286 -1.74511
H -1.15843 -0.92274 -2.14934
H -2.19326 -1.22834 -0.62692
H -0.23060 -1.58734 0.66879
H -0.96573 0.01755 2.53778
H -0.07294 1.24643 1.80120
H 0.86694 -0.00124 2.56643

=====

two:
The ion C3H10N5 with charge +1, computed with ωB97M-V with the def2-TZVPD basis set.

HOMO level (hartree): -0.482
Total charge: +1
SMILES string: [H]/N=N\NN/[N+](C)=C\C
Multiplicity: 1

Positions of all 18 atoms, in Å:
H 3.76208 0.62758 -0.25006
N 3.47883 0.08857 0.56122
N 2.36200 -0.35030 0.61755
N 1.57759 -0.59762 -0.47624
N 0.27764 -0.96393 -0.47779
N -0.55558 0.26587 -0.23548
C 0.11828 1.47911 -0.59202
C -1.77528 0.16881 0.23753
C -2.36568 -1.05065 0.83503
H 1.99824 -0.48137 -1.49215
H -0.16087 -1.69561 0.09623
H 1.09158 1.58413 -0.18814
H 0.34101 1.55017 -1.72769
H -0.41480 2.32603 -0.19130
H -2.21038 1.12475 0.28734
H -2.57093 -1.83318 0.14110
H -3.26358 -0.59680 1.33095
H -1.69015 -1.64554 1.52390

=====

three:
The ion C3H10N5 with charge +1, computed with ωB97M-V with the def2-TZVPD basis set.

HOMO level (spin up / spin down) (hartree): -0.492 / -0.492
Total charge: +1
SMILES string: [H]/N=[N+]1\NNN(C)[C@@H]1C
Multiplicity: 1

Positions of all 18 atoms, in Å:
H 3.12841 1.10652 -0.57854
N 2.48367 0.34054 -0.74210
N 1.32464 0.50078 -0.15735
N 0.83895 1.52473 0.57483
N -0.52793 1.43110 0.71795
N -0.92205 0.16541 0.02001
C -1.89458 0.42705 -0.94561
C 0.28193 -0.55848 -0.27614
C 0.71429 -1.58436 0.89542
H 1.40226 2.30868 0.74463
H -0.97531 1.33085 1.70087
H -2.48186 1.31537 -0.65534
H -1.52406 0.78347 -1.91919
H -2.69449 -0.39023 -1.20710
H 0.27222 -1.02793 -1.25544
H 1.22119 -1.23282 1.74442
H 1.53248 -2.28218 0.32080
H -0.17926 -2.07108 1.27125

=====

Which of them is the least stable? Correct choice: three.

=====

one:
The molecule C4H6S2, computed with ωB97M-V with the def2-TZVPD basis set.

HOMO level (hartree): -0.307
Total charge: 0
SMILES string: S[C@@H]1C=CSC1
Multiplicity: 1

Positions of all 12 atoms, in Å:
S -2.04318 -0.20170 -0.37844
C -0.68450 0.25381 0.70468
C 0.08631 1.41577 0.25661
C 1.25438 1.12238 -0.24812
S 1.68092 -0.58542 -0.32883
C 0.33700 -0.90762 0.78286
H -1.26587 -0.59826 -1.41397
H -1.14781 0.42559 1.67586
H -0.25282 2.42089 0.35997
H 1.96307 1.80464 -0.71142
H -0.13142 -1.87522 0.61399
H 0.67196 -0.88979 1.81572

=====

two:
The molecule C4H6S2, computed with ωB97M-V with the def2-TZVPD basis set.

HOMO level (hartree): -0.322
Total charge: 0
SMILES string: C=C(C)SC=S
Multiplicity: 1

Positions of all 12 atoms, in Å:
C 1.16713 -1.23435 -0.51357
C 0.48528 -0.35370 0.23873
C 0.96141 1.13617 0.40836
S -1.08922 -0.80854 1.17014
C -2.20963 -0.15312 -0.02327
S -3.80090 -0.10023 0.00338
H 0.82056 -2.22876 -0.68157
H 2.05648 -0.99501 -1.06000
H 0.18545 1.83555 0.01669
H 1.87550 1.27683 -0.20324
H 1.17105 1.37596 1.47175
H -1.62310 0.24920 -0.82741

=====

three:
The molecule C4H6S2, computed with ωB97M-V with the def2-TZVPD basis set.

HOMO level (hartree): -0.316
Total charge: 0
SMILES string: C[C@H]1CSC1=S
Multiplicity: 1

Positions of all 12 atoms, in Å:
C 0.04582 1.36132 -0.38123
C 0.04696 0.08942 0.43124
C -1.05719 -0.97335 0.12298
S 0.17568 -2.28900 -0.22474
C 1.22213 -0.92805 0.06751
S 2.79896 -0.70557 -0.00870
H 0.83845 2.02299 -0.11186
H -0.91713 1.93529 -0.24572
H 0.15983 1.12748 -1.46157
H 0.06856 0.26984 1.53211
H -1.72467 -0.72243 -0.71840
H -1.65740 -1.18793 0.99839

=====

Which of them is the least stable? Correct choice: two.

=====

one:
The molecule C9H10N2O2, computed with ωB97M-V with the def2-TZVPD basis set.

HOMO level (spin up / spin down) (hartree): -0.283 / -0.283
Total charge: 0
Multiplicity: 1

Positions of all 23 atoms, in Å:
C -0.42381 -0.40277 -3.06836
C 0.89219 -0.52266 -2.75866
C -1.47320 -0.46775 -2.12740
C 1.24894 -0.56089 -1.46041
C -1.05356 -0.37834 -0.81689
C 0.28723 -0.58150 -0.42888
C -0.77597 0.64790 2.10120
C 0.71265 -0.62267 0.99121
C -0.33806 -0.81260 2.09004
N 0.49779 1.22117 1.92256
N 0.59848 2.27118 1.21273
O -1.82282 1.18301 1.86689
O 0.20233 -1.25907 3.26570
H -0.68299 -0.28736 -4.15413
H 1.71450 -0.30065 -3.44995
H -2.47212 -0.40675 -2.36941
H 2.26478 -0.42946 -1.26750
H -1.87764 -0.44245 -0.10638
H 1.66618 -0.90325 1.28047
H -1.16056 -1.55870 1.84159
H 1.26667 2.93855 1.08706
H -0.24309 2.56092 0.64829
H 0.97209 -0.88586 3.70023

=====

two:
A structure of composition C9H10N2O2, computed with ωB97M-V with the def2-TZVPD basis set.

HOMO level (spin up / spin down) (hartree): -0.290 / -0.290
Total charge: 0
Multiplicity: 1

Positions of all 23 atoms, in Å:
C 0.24375 -2.62396 0.05836
C 1.28085 -0.62803 0.75543
C 0.06106 0.13426 0.66788
C -0.95278 -1.97702 0.21628
C 1.49636 -1.90251 0.18753
C -1.06974 -0.50399 0.34944
C 1.99829 0.46929 0.38698
C 3.36981 0.79062 0.00038
C -2.37473 1.42405 0.12184
N 0.87285 1.34041 0.56188
N -2.14890 -2.63424 0.19174
O 2.62158 -2.05466 -0.26754
O -2.30757 0.01778 0.07877
H 0.24972 -3.67399 -0.19038
H 3.46623 1.81690 -0.34534
H 3.66457 0.08298 -0.77895
H 4.04078 0.62135 0.84166
H -3.43047 1.68601 0.16971
H -1.92847 1.85642 -0.77945
H -1.85726 1.81114 1.00404
H 0.65776 2.08915 -0.08462
H -2.16492 -3.58827 -0.12359
H -2.96601 -2.07599 0.01430

=====

three:
A cluster of 2 separate species, C9H10N2O2 in total, computed with ωB97M-V with the def2-TZVPD basis set.

HOMO level (spin up / spin down) (hartree): -0.229 / -0.229
Total charge: 0
Multiplicity: 1

Positions of all 23 atoms, in Å:
C -0.31817 -1.70282 -0.47172
C 2.70059 -0.29626 1.12469
C 1.58389 -1.01847 0.89206
C 2.22494 0.70671 -1.12558
C 3.23654 0.57176 0.02039
C -3.12466 -0.33760 0.23016
C -2.81224 0.82571 -0.77774
C -1.25811 0.68228 0.78451
C 0.79354 -0.87329 -0.28225
N -1.30361 -2.33798 -0.57061
N 1.10487 0.10759 -1.23586
O -2.24895 0.00580 1.33887
O -1.54189 1.32089 -0.28726
H 3.30876 -0.37864 1.92047
H 1.35666 -1.68312 1.58586
H 2.36851 1.42011 -2.01468
H 3.48953 1.65260 0.42335
H 4.20755 0.18539 -0.54944
H -4.23866 -0.23980 0.62830
H -2.93571 -1.40678 -0.27363
H -2.54865 0.38482 -1.74787
H -3.69228 1.46319 -0.83524
H -0.35248 0.94793 1.22322

=====

Which of them is the least stable? Correct choice: three.